No. 1
ORCA calculation (ωB97M-V/def2-TZVPD) on 3 unconnected molecules or ions with the total composition C13H35BN2O6S.

Cartesian coordinates (Å):
1 B 2.047 -1.444 -1.950
2 S 0.631 -0.202 -2.250
3 C -0.802 -1.244 -2.023
4 O 0.669 0.242 -3.632
5 O 0.635 0.761 -1.161
6 H 2.453 -2.023 -2.899
7 H 2.371 -1.641 -0.833
8 H -1.212 -1.515 -2.995
9 H -1.509 -0.675 -1.419
10 H -0.491 -2.140 -1.473
11 C -2.784 -1.084 0.981
12 O -3.524 -0.835 -0.195
13 C -4.667 -1.669 -0.359
14 C -5.896 -0.804 -0.528
15 N -6.115 -0.025 0.673
16 C -7.256 0.874 0.637
17 C -7.230 1.984 -0.409
18 O -6.154 2.885 -0.224
19 C -5.012 2.640 -1.019
20 H -1.948 -0.385 0.984
21 H -3.386 -0.936 1.883
22 H -2.387 -2.106 0.999
23 H -4.786 -2.307 0.522
24 H -4.525 -2.303 -1.239
25 H -6.761 -1.454 -0.696
26 H -5.768 -0.201 -1.440
27 H -5.273 0.499 0.884
28 H -7.347 1.337 1.622
29 H -8.164 0.281 0.478
30 H -8.153 2.563 -0.316
31 H -7.194 1.574 -1.425
32 H -5.296 2.336 -2.033
33 H -4.362 1.860 -0.611
34 H -4.451 3.571 -1.079
35 C 6.988 -2.073 -0.376
36 O 7.040 -0.821 0.270
37 C 6.694 0.278 -0.565
38 C 5.545 1.042 0.056
39 N 4.375 0.189 0.137
40 C 3.203 0.798 0.746
41 C 3.303 1.199 2.211
42 O 3.515 0.089 3.071
43 C 4.859 -0.148 3.430
44 H 7.271 -2.825 0.358
45 H 5.983 -2.296 -0.755
46 H 7.685 -2.123 -1.220
47 H 6.397 -0.087 -1.554
48 H 7.564 0.930 -0.679
49 H 5.314 1.907 -0.574
50 H 5.877 1.434 1.029
51 H 4.625 -0.655 0.640
52 H 2.369 0.102 0.648
53 H 2.921 1.681 0.164
54 H 2.354 1.654 2.503
55 H 4.096 1.939 2.376
56 H 5.392 0.794 3.607
57 H 5.419 -0.701 2.668
58 H 4.855 -0.725 4.353

Properties
Total charge: 0
HOMO level in Ha: -0.3209
Orbital gap in eV: 7.7
Molecular weight in g/mol: 358.3
Max |F| in eV/A: 0.40
Calculated total energy in hartree: -1500.1317

Results of the Mulliken charge analysis, in e, for atoms 1 through 4: B 0.265; S 1.056; C -0.701; O -0.699


No. 2
ORCA calculation (ωB97M-V/def2-TZVPD) on 3 unconnected molecules or ions with the total composition C13H35BrN4O3P.

Cartesian coordinates (Å):
1 C -2.528 0.215 0.830
2 P -1.193 0.777 1.963
3 O -1.294 -0.378 3.172
4 C 0.440 0.256 1.147
5 C 0.663 -1.261 1.183
6 N 1.329 -1.711 -0.093
7 C 0.352 -1.454 -1.198
8 C 0.124 0.044 -1.326
9 N 0.695 0.784 -0.199
10 Br 0.202 2.584 -0.330
11 H -2.939 1.088 0.338
12 H -3.315 -0.174 1.472
13 H -2.276 -0.568 0.119
14 H -1.690 -1.193 2.811
15 H 1.194 0.694 1.792
16 H 1.297 -1.531 2.014
17 H -0.270 -1.808 1.226
18 H 2.195 -1.200 -0.261
19 H 1.507 -2.714 -0.028
20 H 0.754 -1.895 -2.102
21 H -0.581 -1.942 -0.950
22 H -0.941 0.243 -1.433
23 H 0.585 0.423 -2.231
24 C -3.073 3.840 4.570
25 C -1.957 4.542 3.805
26 C -1.791 6.024 4.169
27 O -2.762 6.878 3.602
28 C -3.976 6.988 4.324
29 N -2.169 4.346 2.368
30 H -4.059 4.122 4.200
31 H -2.982 2.759 4.456
32 H -3.029 4.072 5.635
33 H -1.018 4.046 4.072
34 H -0.834 6.366 3.764
35 H -1.748 6.162 5.256
36 H -3.805 6.939 5.403
37 H -4.689 6.213 4.033
38 H -4.413 7.956 4.085
39 H -1.373 4.727 1.864
40 H -2.945 4.942 2.090
41 C 1.504 -4.274 -4.729
42 C 2.777 -3.652 -4.166
43 C 4.068 -4.182 -4.803
44 O 4.450 -5.462 -4.349
45 C 3.850 -6.558 -5.022
46 N 2.793 -3.822 -2.704
47 H 1.358 -5.294 -4.375
48 H 0.630 -3.698 -4.421
49 H 1.525 -4.292 -5.819
50 H 2.737 -2.579 -4.379
51 H 4.886 -3.516 -4.516
52 H 4.006 -4.161 -5.897
53 H 3.701 -6.342 -6.083
54 H 2.898 -6.838 -4.567
55 H 4.528 -7.405 -4.933
56 H 3.601 -3.327 -2.333
57 H 3.004 -4.799 -2.515

Properties
Total charge: +1
HOMO level in Ha: -0.4001
Orbital gap in eV: 7.7
Molecular weight in g/mol: 406.3
Max |F| in eV/A: 1.20
Calculated total energy in hartree: -3876.1178

Results of the Mulliken charge analysis, in e, for atoms 1 through 4: C -1.281; P 0.491; O -0.564; C 0.493


What did the second record say?
ORCA calculation (ωB97M-V/def2-TZVPD) on 3 unconnected molecules or ions with the total composition C13H35BrN4O3P.

Cartesian coordinates (Å):
1 C -2.528 0.215 0.830
2 P -1.193 0.777 1.963
3 O -1.294 -0.378 3.172
4 C 0.440 0.256 1.147
5 C 0.663 -1.261 1.183
6 N 1.329 -1.711 -0.093
7 C 0.352 -1.454 -1.198
8 C 0.124 0.044 -1.326
9 N 0.695 0.784 -0.199
10 Br 0.202 2.584 -0.330
11 H -2.939 1.088 0.338
12 H -3.315 -0.174 1.472
13 H -2.276 -0.568 0.119
14 H -1.690 -1.193 2.811
15 H 1.194 0.694 1.792
16 H 1.297 -1.531 2.014
17 H -0.270 -1.808 1.226
18 H 2.195 -1.200 -0.261
19 H 1.507 -2.714 -0.028
20 H 0.754 -1.895 -2.102
21 H -0.581 -1.942 -0.950
22 H -0.941 0.243 -1.433
23 H 0.585 0.423 -2.231
24 C -3.073 3.840 4.570
25 C -1.957 4.542 3.805
26 C -1.791 6.024 4.169
27 O -2.762 6.878 3.602
28 C -3.976 6.988 4.324
29 N -2.169 4.346 2.368
30 H -4.059 4.122 4.200
31 H -2.982 2.759 4.456
32 H -3.029 4.072 5.635
33 H -1.018 4.046 4.072
34 H -0.834 6.366 3.764
35 H -1.748 6.162 5.256
36 H -3.805 6.939 5.403
37 H -4.689 6.213 4.033
38 H -4.413 7.956 4.085
39 H -1.373 4.727 1.864
40 H -2.945 4.942 2.090
41 C 1.504 -4.274 -4.729
42 C 2.777 -3.652 -4.166
43 C 4.068 -4.182 -4.803
44 O 4.450 -5.462 -4.349
45 C 3.850 -6.558 -5.022
46 N 2.793 -3.822 -2.704
47 H 1.358 -5.294 -4.375
48 H 0.630 -3.698 -4.421
49 H 1.525 -4.292 -5.819
50 H 2.737 -2.579 -4.379
51 H 4.886 -3.516 -4.516
52 H 4.006 -4.161 -5.897
53 H 3.701 -6.342 -6.083
54 H 2.898 -6.838 -4.567
55 H 4.528 -7.405 -4.933
56 H 3.601 -3.327 -2.333
57 H 3.004 -4.799 -2.515

Properties
Total charge: +1
HOMO level in Ha: -0.4001
Orbital gap in eV: 7.7
Molecular weight in g/mol: 406.3
Max |F| in eV/A: 1.20
Calculated total energy in hartree: -3876.1178

Results of the Mulliken charge analysis, in e, for atoms 1 through 4: C -1.281; P 0.491; O -0.564; C 0.493


- Among the records above, which one has the highest HOMO level?
  C13H35BN2O6S


Copy entry 2 word for word.
ORCA calculation (ωB97M-V/def2-TZVPD) on 3 unconnected molecules or ions with the total composition C13H35BrN4O3P.

Cartesian coordinates (Å):
1 C -2.528 0.215 0.830
2 P -1.193 0.777 1.963
3 O -1.294 -0.378 3.172
4 C 0.440 0.256 1.147
5 C 0.663 -1.261 1.183
6 N 1.329 -1.711 -0.093
7 C 0.352 -1.454 -1.198
8 C 0.124 0.044 -1.326
9 N 0.695 0.784 -0.199
10 Br 0.202 2.584 -0.330
11 H -2.939 1.088 0.338
12 H -3.315 -0.174 1.472
13 H -2.276 -0.568 0.119
14 H -1.690 -1.193 2.811
15 H 1.194 0.694 1.792
16 H 1.297 -1.531 2.014
17 H -0.270 -1.808 1.226
18 H 2.195 -1.200 -0.261
19 H 1.507 -2.714 -0.028
20 H 0.754 -1.895 -2.102
21 H -0.581 -1.942 -0.950
22 H -0.941 0.243 -1.433
23 H 0.585 0.423 -2.231
24 C -3.073 3.840 4.570
25 C -1.957 4.542 3.805
26 C -1.791 6.024 4.169
27 O -2.762 6.878 3.602
28 C -3.976 6.988 4.324
29 N -2.169 4.346 2.368
30 H -4.059 4.122 4.200
31 H -2.982 2.759 4.456
32 H -3.029 4.072 5.635
33 H -1.018 4.046 4.072
34 H -0.834 6.366 3.764
35 H -1.748 6.162 5.256
36 H -3.805 6.939 5.403
37 H -4.689 6.213 4.033
38 H -4.413 7.956 4.085
39 H -1.373 4.727 1.864
40 H -2.945 4.942 2.090
41 C 1.504 -4.274 -4.729
42 C 2.777 -3.652 -4.166
43 C 4.068 -4.182 -4.803
44 O 4.450 -5.462 -4.349
45 C 3.850 -6.558 -5.022
46 N 2.793 -3.822 -2.704
47 H 1.358 -5.294 -4.375
48 H 0.630 -3.698 -4.421
49 H 1.525 -4.292 -5.819
50 H 2.737 -2.579 -4.379
51 H 4.886 -3.516 -4.516
52 H 4.006 -4.161 -5.897
53 H 3.701 -6.342 -6.083
54 H 2.898 -6.838 -4.567
55 H 4.528 -7.405 -4.933
56 H 3.601 -3.327 -2.333
57 H 3.004 -4.799 -2.515

Properties
Total charge: +1
HOMO level in Ha: -0.4001
Orbital gap in eV: 7.7
Molecular weight in g/mol: 406.3
Max |F| in eV/A: 1.20
Calculated total energy in hartree: -3876.1178

Results of the Mulliken charge analysis, in e, for atoms 1 through 4: C -1.281; P 0.491; O -0.564; C 0.493